# C5H9F2GaN3NaO3S

C5H9F2GaN3NaO3S as an isolated structure (wB97M-V/def2-TZVPD, OMol25).

## Properties
Kohn-Sham gap = 7.6 eV
Electronic energy = -89008.632 eV
E_HOMO = -8.96 eV
Lowest unoccupied orbital energy = -1.363 eV

```
! wB97M-V def2-TZVPD RIJCOSX def2/J DEFGRID3
* xyz 0 1
N -0.033 -0.342 -3.628
C 0.131 -1.286 -2.569
O 1.021 -2.048 -2.546
C -0.867 -1.277 -1.399
C -0.655 0.046 -0.592
Ga 0.197 -0.273 1.272
N 1.624 -1.514 1.255
S -1.500 -1.137 2.641
N 0.625 1.490 2.017
C 1.938 1.853 1.925
O 2.383 2.838 1.525
F 2.756 0.939 2.410
C -0.222 2.454 1.511
O -0.214 2.973 0.489
F -1.236 2.717 2.358
H -1.033 -0.190 -3.739
H 0.346 0.568 -3.379
H -1.871 -1.244 -1.839
H -0.734 -2.161 -0.781
H -0.040 0.753 -1.144
H -1.653 0.545 -0.456
H 2.429 -1.202 0.724
H 1.287 -2.387 0.865
H -1.876 -2.317 2.097
Na -2.803 0.204 0.984
*
```

=====

# C4H11NO

A 2-piece molecular cluster, C4H11NO overall (wB97M-V/def2-TZVPD, OMol25).

## Properties
Kohn-Sham gap = 9.2 eV
Electronic energy = -7862.769 eV
Energy relative to the best compared isomer or geometry (same formula, charge and spin) = 41.2 kcal/mol
E_HOMO = -8.09 eV
Lowest unoccupied orbital energy = 1.122 eV

```
! wB97M-V def2-TZVPD RIJCOSX def2/J DEFGRID3
* xyz 0 1
C 0.695 -1.533 -4.697
C 1.587 -1.324 -5.639
N 1.621 -0.276 -6.536
H 0.742 -2.371 -4.027
H -0.017 -0.738 -4.592
H 2.403 -2.025 -5.796
H 0.902 0.419 -6.504
H 2.427 -0.243 -7.123
C -1.235 1.671 5.462
C -1.522 0.362 4.752
O -0.369 -0.342 4.321
H -2.093 2.016 5.993
H -0.807 2.426 4.800
H -0.447 1.479 6.201
H -2.028 -0.292 5.464
H -2.177 0.505 3.887
H 0.319 0.266 4.033
*
```

=====

Look up the lowest unoccupied orbital energy of the second one. 1.122 eV